The following is a quantum chemistry calculation of 14 unconnected molecules or ions with the total composition C69H177N17O25, from the OMol25 dataset.

Each line ends with the Mulliken charge.
Atoms and positions in Å:
1 C -20.372 11.411 -5.534  -0.337
2 H -16.120 3.682 0.725  0.484
3 C -19.778 5.228 -2.459  0.795
4 H -25.540 -1.144 -2.285  0.410
5 C -15.435 5.950 5.707  -0.830
6 C -24.584 3.919 0.915  -0.403
7 C -27.783 3.908 -1.383  -0.048
8 H -30.003 5.786 -1.599  0.095
9 C -17.216 8.943 -8.283  -0.386
10 H -18.338 6.442 0.421  -0.431
11 N -24.968 11.691 -8.133  -0.092
12 H -25.639 11.163 -4.506  0.460
13 H -14.636 6.766 -8.639  0.254
14 H -24.686 8.063 1.665  0.466
15 C -18.640 3.489 -7.169  -0.297
16 N -16.279 9.543 -6.074  0.435
17 H -17.593 -0.439 -2.532  0.265
18 C -20.770 4.451 -8.962  -0.708
19 N -23.247 3.645 -6.124  0.684
20 H -14.822 11.142 -5.937  0.387
21 H -29.454 5.913 2.464  0.229
22 C -32.038 8.705 0.514  -0.714
23 H -26.029 3.380 2.561  0.407
24 H -27.862 7.248 -6.230  0.357
25 H -28.103 9.378 0.710  0.202
26 N -20.700 12.297 -4.481  -0.445
27 H -27.018 11.993 0.506  0.332
28 H -27.327 6.741 -2.611  -0.484
29 H -16.266 2.701 -3.448  0.397
30 C -12.935 8.229 -3.982  -0.832
31 H -23.243 8.844 0.906  0.160
32 H -19.294 8.687 -0.436  0.363
33 H -20.012 2.068 -7.930  0.372
34 C -26.776 6.247 -7.498  0.176
35 N -21.042 4.450 -2.327  0.691
36 H -23.607 6.740 -1.587  0.285
37 C -26.847 10.978 0.146  -0.981
38 C -22.268 11.532 -0.334  -0.622
39 H -17.561 7.360 4.611  -0.170
40 H -23.863 7.711 -4.149  -0.023
41 H -16.529 0.746 -1.946  0.305
42 C -16.648 2.098 -4.272  -1.100
43 C -27.917 7.483 -3.149  0.802
44 H -18.264 3.759 -8.156  0.475
45 H -27.262 8.354 -3.119  -0.085
46 H -22.869 4.509 -1.244  -0.068
47 C -18.795 8.282 0.444  -0.956
48 C -26.649 3.375 -0.448  -1.184
49 H -15.808 1.592 -4.748  0.451
50 H -17.451 7.947 -2.078  0.106
51 H -28.707 2.063 -3.808  0.135
52 C -19.182 2.875 2.179  -0.780
53 H -31.574 7.847 1.001  0.170
54 C -14.674 1.366 1.212  -0.508
55 O -13.667 8.951 -4.908  -0.351
56 H -24.151 5.512 -10.128  0.405
57 O -16.427 7.662 -8.197  -0.252
58 H -30.344 2.884 -5.845  0.070
59 C -19.895 6.316 -3.608  -0.234
60 C -21.378 11.995 -9.134  -0.841
61 H -21.090 12.888 -9.688  0.530
62 C -20.055 2.912 -7.243  -0.676
63 H -22.291 10.631 -0.948  0.152
64 H -28.795 7.545 -2.507  -0.201
65 O -29.478 1.163 -5.545  -0.449
66 N -23.861 1.665 -6.975  -0.452
67 H -14.143 10.476 -3.482  0.525
68 C -28.562 5.490 -6.136  -1.105
69 C -27.372 0.620 -4.648  -0.471
70 H -22.133 13.169 -2.211  0.381
71 C -24.173 2.782 -6.321  0.902
72 H -16.142 11.136 -4.882  0.357
73 H -19.316 1.160 -3.160  0.141
74 O -22.669 11.506 -9.504  -0.267
75 H -30.777 4.587 -0.592  0.306
76 H -18.274 8.695 -8.366  -0.148
77 C -15.419 10.457 -5.334  -1.033
78 C -19.661 6.573 1.889  -0.342
79 H -22.338 11.013 -6.240  0.014
80 H -21.336 12.344 -8.102  0.243
81 H -26.812 5.440 3.943  0.269
82 C -15.672 5.190 4.324  -0.022
83 H -24.458 0.850 -7.000  0.281
84 H -20.597 4.853 2.883  0.655
85 C -14.584 9.785 -4.201  -0.012
86 C -17.197 8.444 0.558  -0.303
87 H -20.231 3.773 -9.623  0.435
88 H -22.855 1.575 -7.003  0.067
89 H -25.261 6.739 -3.679  -0.378
90 H -21.549 4.486 -3.200  -0.216
91 H -28.767 5.120 -3.910  0.107
92 H -20.089 7.226 -3.041  0.325
93 N -26.322 1.147 -3.764  0.202
94 H -21.691 4.902 -9.332  0.082
95 H -23.251 11.972 -0.497  0.345
96 H -24.769 11.065 0.821  0.373
97 H -20.378 2.624 -6.242  0.285
98 H -31.256 2.096 -4.602  0.264
99 H -22.415 3.593 -6.694  -0.074
100 H -32.788 8.973 1.257  0.324
101 O -23.873 -1.732 -3.352  -0.435
102 H -16.764 9.377 0.919  0.529
103 H -19.028 4.479 -2.714  -0.046
104 C -22.826 6.331 -2.227  -0.289
105 O -19.942 -0.362 -1.248  -0.726
106 H -24.291 10.282 -5.066  -0.060
107 H -22.997 8.666 -6.827  0.128
108 H -15.873 5.890 1.795  -0.156
109 O -18.624 6.327 -4.107  -0.433
110 C -26.190 9.806 -7.003  0.168
111 H -15.060 8.057 -9.715  0.336
112 H -16.078 5.387 6.384  0.421
113 C -16.933 10.033 -7.262  -0.282
114 N -21.039 1.520 -0.636  0.247
115 H -14.360 8.425 -8.153  0.310
116 H -16.313 10.759 -7.788  0.246
117 O -21.088 12.269 -0.649  -0.464
118 C -23.612 12.488 -10.038  -0.669
119 H -18.328 2.220 2.352  0.259
120 H -25.839 -1.705 -3.914  0.291
121 N -17.805 2.427 -6.440  -0.483
122 C -24.218 8.388 0.736  -0.608
123 H -11.881 8.209 -4.261  0.251
124 O -25.234 3.014 -5.738  -0.534
125 H -27.056 9.322 -7.456  0.093
126 C -28.175 7.125 1.359  -0.100
127 C -22.855 -1.155 -2.506  -0.822
128 H -26.076 2.593 -0.946  0.557
129 H -27.172 7.728 -9.028  0.297
130 H -22.429 -0.313 -3.051  0.257
131 O -28.456 7.094 -4.386  -0.644
132 H -20.600 11.242 -9.265  0.206
133 H -20.027 2.543 -2.342  -0.030
134 C -15.064 7.768 -8.664  -0.858
135 H -27.068 6.064 -9.665  0.309
136 C -20.819 11.698 -3.094  0.068
137 H -27.527 6.324 -0.459  -0.959
138 H -20.454 13.507 -2.231  0.334
139 N -14.691 5.594 3.305  -0.418
140 H -17.500 7.268 -5.744  0.296
141 H -24.190 7.406 0.264  -0.320
142 H -19.942 12.956 -4.378  0.388
143 C -29.936 4.750 -1.266  -0.776
144 C -16.772 7.323 -1.497  -0.644
145 H -21.445 1.249 0.248  0.210
146 H -25.258 9.311 -7.273  0.005
147 N -28.163 10.268 0.236  -0.227
148 H -25.928 10.317 1.923  0.342
149 O -26.201 9.512 -5.572  -0.097
150 H -29.446 11.366 -0.972  0.371
151 H -24.274 3.414 2.971  0.506
152 C -17.296 3.043 -5.207  0.528
153 H -16.684 5.213 3.921  -0.053
154 H -20.528 7.197 2.107  0.866
155 H -22.293 11.273 0.724  0.376
156 C -25.638 10.409 0.877  -0.722
157 C -15.477 3.637 1.605  -0.287
158 H -25.702 12.885 -9.697  0.493
159 C -17.100 7.724 5.529  -0.249
160 O -27.987 8.004 2.174  -0.689
161 O -28.723 4.659 -0.603  -0.663
162 C -28.257 5.723 -4.660  0.983
163 H -15.748 1.249 1.357  0.221
164 H -23.690 12.425 -11.123  0.294
165 H -20.679 6.083 -4.329  0.630
166 C -15.086 5.166 2.008  -0.051
167 O -14.439 2.730 1.577  -0.470
168 C -25.737 5.367 4.109  -1.015
169 H -21.092 2.514 -0.804  -0.399
170 H -19.278 8.824 1.257  0.452
171 H -13.339 7.232 -4.160  0.288
172 H -18.906 6.599 2.675  -0.614
173 H -24.854 0.244 -4.818  -0.166
174 H -29.908 8.364 -0.828  -0.400
175 H -23.631 4.417 0.734  -0.198
176 C -25.073 3.875 2.390  -0.878
177 H -28.535 10.128 -1.883  -0.040
178 C -22.112 5.241 -1.528  -0.408
179 H -27.225 2.918 0.357  0.295
180 H -24.347 0.910 -3.202  0.348
181 H -14.714 6.600 3.395  0.330
182 C -16.793 0.223 -2.866  -0.896
183 H -16.026 -0.364 -3.371  0.338
184 O -31.014 9.746 0.286  -0.442
185 H -17.174 8.802 5.668  0.265
186 H -19.513 2.477 1.220  0.137
187 H -29.644 5.528 -6.266  0.302
188 H -14.418 5.752 6.048  0.361
189 C -21.163 12.703 -2.035  -0.666
190 H -32.714 8.388 -0.279  0.336
191 C -20.024 5.050 1.977  -0.482
192 H -26.662 7.617 0.255  -0.775
193 H -19.280 5.535 -1.539  -0.889
194 N -28.963 6.080 1.598  0.033
195 C -26.664 6.768 -8.937  -1.127
196 H -19.545 10.804 -5.167  0.078
197 H -18.411 1.708 -6.070  0.351
198 H -24.443 6.100 -5.042  -0.635
199 H -26.364 5.258 -7.300  0.509
200 O -17.508 1.078 -3.763  -0.279
201 H -15.407 4.151 4.518  0.326
202 C -28.418 1.691 -4.791  0.342
203 H -17.708 7.264 6.309  0.370
204 H -21.617 5.520 -0.598  -0.296
205 H -18.750 4.466 -6.699  0.061
206 H -27.458 4.523 -2.222  -0.141
207 H -17.092 9.436 -9.247  0.633
208 H -14.294 1.227 0.200  0.212
209 H -18.147 3.563 -4.768  -0.231
210 H -17.724 10.609 -6.782  0.010
211 C -25.095 0.347 -3.760  -0.118
212 H -17.273 6.391 -1.238  0.347
213 C -24.374 6.017 -9.188  0.151
214 H -25.199 11.260 -10.168  0.247
215 C -25.147 -1.128 -3.301  -0.700
216 H -26.539 11.067 -0.896  0.324
217 N -19.198 6.949 0.573  0.714
218 H -26.063 6.742 -6.838  -0.223
219 C -24.279 6.704 -4.150  0.968
220 H -22.245 9.220 -8.363  0.343
221 O -18.817 4.242 2.154  -0.045
222 H -16.017 7.084 -2.245  0.516
223 H -28.328 4.506 -6.542  0.545
224 H -12.875 8.536 -2.938  0.350
225 H -21.449 10.810 -3.147  -0.105
226 H -30.760 9.427 -1.756  0.780
227 C -24.979 12.093 -9.501  -0.576
228 H -21.627 7.804 -7.587  -0.139
229 H -20.119 11.910 -6.470  0.306
230 H -29.011 5.445 0.814  0.529
231 O -21.050 3.787 -7.753  -0.416
232 H -25.283 9.604 -3.771  -0.135
233 H -21.957 9.894 -4.935  -0.424
234 C -18.441 7.233 -5.194  -0.936
235 C -26.228 11.268 -7.481  -0.832
236 H -19.934 2.585 2.912  0.397
237 H -22.151 7.181 -2.335  -0.282
238 N -28.076 6.609 -6.982  -0.295
239 H -16.171 3.424 2.418  0.069
240 C -30.708 1.907 -5.525  -0.441
241 C -28.972 10.386 -0.918  -0.024
242 O -21.087 9.503 -6.731  0.025
243 O -25.083 5.230 2.809  -0.081
244 H -24.339 10.905 -8.059  -0.021
245 H -23.489 6.371 -8.659  -0.398
246 H -28.301 3.017 -1.737  0.325
247 H -16.451 3.695 -5.427  0.251
248 H -25.664 4.514 4.783  0.388
249 H -31.434 1.466 -6.208  0.306
250 H -26.290 11.992 -6.669  0.198
251 C -22.066 8.781 -7.382  -0.438
252 H -26.253 2.056 -4.199  -0.107
253 H -23.114 -0.897 -1.479  0.315
254 H -23.453 13.463 -9.576  0.457
255 H -14.192 5.303 1.399  0.322
256 N -25.663 4.377 -0.062  0.963
257 N -19.783 1.563 -2.360  0.233
258 O -16.219 7.753 -0.295  -0.545
259 O -23.294 5.891 -3.542  -0.046
260 C -25.314 10.144 -4.717  -0.199
261 H -16.926 7.928 1.479  -0.093
262 O -15.748 7.359 5.835  -0.341
263 H -15.927 8.607 -6.217  0.099
264 H -26.970 0.548 -5.659  0.284
265 H -26.130 5.179 0.336  -0.195
266 H -20.159 5.335 -8.780  0.170
267 H -20.640 4.731 1.137  -0.048
268 O -25.283 7.112 -9.216  -0.351
269 H -19.196 7.261 -5.981  0.084
270 H -27.179 5.570 -4.608  -0.201
271 C -30.172 9.421 -0.838  -0.180
272 N -27.523 7.093 0.196  2.395
273 H -18.575 8.257 -4.845  0.443
274 H -30.034 4.114 -2.145  0.375
275 O -25.222 9.266 0.114  0.312
276 H -27.786 -0.370 -4.458  0.443
277 H -24.773 5.218 -8.564  0.110
278 H -23.404 4.494 -5.600  -0.547
279 H -14.087 0.700 1.845  0.236
280 C -21.530 10.450 -5.770  0.411
281 C -20.252 0.790 -1.421  0.382
282 H -19.828 11.342 -2.810  0.225
283 H -28.028 2.599 -5.250  -0.251
284 H -24.393 2.866 0.708  0.591
285 H -15.161 9.156 -3.522  -0.151
286 H -21.960 -1.765 -2.624  0.409
287 H -27.081 11.425 -8.140  0.412
288 H -25.471 6.274 4.652  0.301

For the relative energy (zero: lowest compared OMol25 entry of this formula, charge and spin), the calculation gives 232.1 kcal per mole.